(1)
{"formula": "C23H34BN4O2Si", "method": "ωB97M-V with the def2-TZVPD basis set", "orbital_gap_ev": 6.13, "homo_energy_ev": -10.31, "charge": 1, "molar_mass_da": 437.45, "max_force_ev_per_a": 10.10, "lumo_energy_ev": -4.17, "symbols": ["C", "Si", "C", "C", "N", "C", "N", "C", "C", "B", "O", "O", "C", "C", "C", "C", "C", "C", "C", "C", "C", "C", "C", "C", "C", "C", "C", "N", "H", "H", "H", "H", "H", "H", "H", "H", "H", "H", "H", "H", "H", "H", "H", "H", "H", "H", "H", "H", "H", "H", "H", "H", "H", "H", "H", "H", "H", "H", "H", "C", "C", "N", "H", "H", "H"], "positions_angstrom": [[-2.0589, -3.1585, -0.3352], [-0.8323, -3.8504, -1.6482], [-1.8780, -4.0720, -3.2956], [-0.2603, -5.6636, -1.1822], [0.5284, -2.7567, -2.0778], [1.2427, -1.9636, -1.1778], [2.3820, -1.1562, -1.7683], [2.4429, 0.2554, -1.2293], [2.5816, 1.3391, -2.4483], [4.1524, 1.9223, -2.4266], [4.4612, 3.3818, -2.3675], [5.3511, 1.0110, -2.4263], [1.2126, 0.6082, -0.1547], [1.5023, 2.0971, 0.4651], [0.5678, 3.3004, -0.1397], [0.7831, 4.8366, 0.4858], [-0.0912, 6.1326, -0.1062], [-1.1889, 5.9980, -1.3322], [-1.4208, 4.4632, -1.9290], [-0.5444, 3.1721, -1.3379], [1.2499, -0.6158, 0.9544], [0.4108, -0.3165, 2.3293], [-1.1976, -0.5302, 2.5655], [-1.8525, -0.2134, 4.0653], [-0.9682, 0.3203, 5.3620], [0.6491, 0.5526, 5.0954], [1.3161, 0.2239, 3.6278], [0.8958, -1.9572, 0.2955], [-2.7815, -2.3389, -0.8149], [-1.5734, -2.8121, 0.6717], [-2.7852, -4.0618, -0.0497], [-1.2815, -4.6928, -4.1032], [-2.0601, -2.9830, -3.7376], [-2.9311, -4.5412, -3.0344], [0.7204, -5.6613, -0.5435], [-1.1455, -6.1410, -0.5534], [-0.1900, -6.3203, -2.1674], [0.8293, -2.7513, -3.0988], [3.2947, -1.6082, -1.5330], [3.4396, 0.3274, -0.5801], [1.8854, 2.2757, -2.3721], [2.4882, 0.7735, -3.4878], [5.2806, 3.5441, -1.8036], [5.8694, 1.2354, -1.5797], [0.1433, 0.5500, -0.6610], [2.6255, 2.3689, 0.1652], [1.4580, 2.1722, 1.6320], [1.5662, 4.9750, 1.3443], [0.1263, 7.2028, 0.3591], [-1.7498, 6.9465, -1.7315], [-2.2208, 4.3469, -2.7860], [-0.7584, 2.1408, -1.8475], [2.3980, -0.7252, 1.2626], [-1.8837, -0.9123, 1.6956], [-3.0097, -0.4014, 4.2433], [-1.4249, 0.5363, 6.4342], [1.2713, 0.9366, 6.0303], [2.4934, 0.4008, 3.5399], [1.3859, -2.7136, 0.8264], [-5.4574, -1.0172, 2.1556], [-4.5845, -0.6950, 0.9537], [-3.8604, -0.4276, -0.0434], [-6.3620, -1.5385, 1.8304], [-4.9096, -1.6566, 2.8534], [-5.7428, -0.0940, 2.6673]], "nbo_charge": [-1.16, 1.71, -1.13, -1.13, -0.87, 0.78, -0.69, -0.02, -0.83, 1.19, -0.91, -0.94, -0.24, -0.45, -0.03, -0.23, -0.21, -0.23, -0.21, -0.27, -0.08, -0.06, -0.23, -0.22, -0.21, -0.22, -0.24, -0.67, 0.29, 0.26, 0.26, 0.25, 0.25, 0.27, 0.24, 0.27, 0.26, 0.47, 0.42, 0.20, 0.29, 0.27, 0.49, 0.49, 0.24, 0.23, 0.27, 0.23, 0.24, 0.25, 0.24, 0.22, 0.20, 0.25, 0.23, 0.26, 0.25, 0.24, 0.43, -0.72, 0.32, -0.38, 0.27, 0.26, 0.27]}

(2)
{"formula": "C22H19F3N6O5RuSSe", "method": "ωB97M-V with the def2-TZVPD basis set", "orbital_gap_ev": [7.24, 7.12], "homo_energy_ev": [-4.69, -4.58], "charge": -1, "molar_mass_da": 716.52, "max_force_ev_per_a": 1.42, "lumo_energy_ev": [2.55, 2.54], "multiplicity": 2, "relative_energy_kcal_mol": 28.19, "symbols": ["Ru", "C", "N", "C", "C", "N", "C", "C", "C", "C", "C", "C", "N", "C", "N", "C", "C", "C", "C", "C", "C", "N", "H", "H", "H", "H", "H", "H", "H", "H", "H", "H", "H", "H", "H", "H", "H", "O", "N", "C", "C", "C", "C", "C", "S", "H", "H", "H", "H", "F", "C", "F", "F", "O", "Se", "O", "O", "O"], "positions_angstrom": [[0.9696, 0.9168, -0.4294], [-0.8785, 0.8021, -3.4046], [0.4144, 0.2230, -3.1520], [0.6395, -1.1604, -3.4200], [0.8232, -2.0025, -2.1856], [0.6953, -1.6323, -0.9463], [1.0049, -2.7675, -0.1961], [1.0315, -2.9626, 1.1827], [1.3729, -4.2170, 1.6551], [1.6797, -5.2725, 0.7868], [1.6508, -5.0998, -0.5856], [1.3121, -3.8354, -1.0477], [1.1729, -3.3177, -2.3199], [-1.7127, 0.9067, -2.1691], [-1.4334, 0.2945, -1.0592], [-2.4757, 0.6227, -0.1966], [-2.6770, 0.2568, 1.1275], [-3.7791, 0.7837, 1.7786], [-4.6554, 1.6627, 1.1293], [-4.4652, 2.0276, -0.1934], [-3.3678, 1.4812, -0.8417], [-2.8792, 1.6197, -2.1339], [-1.4454, 0.1754, -4.1094], [-0.7836, 1.7949, -3.8470], [1.1708, 0.8635, -3.3256], [1.5309, -1.3075, -4.0391], [-0.2062, -1.5816, -3.9803], [0.8089, -2.1351, 1.8382], [1.4078, -4.3893, 2.7236], [1.9451, -6.2394, 1.1954], [1.8853, -5.9126, -1.2614], [1.4107, -3.7687, -3.1844], [-1.9666, -0.3913, 1.6224], [-3.9616, 0.5287, 2.8155], [-5.4967, 2.0705, 1.6762], [-5.1343, 2.7191, -0.6888], [-2.9294, 2.4938, -2.6406], [0.5689, 0.0435, 1.4091], [0.8748, 0.7821, 2.4832], [0.3746, 0.3520, 3.6604], [0.6428, 1.0109, 4.8255], [1.4529, 2.1529, 4.7700], [1.9471, 2.5776, 3.5687], [1.6555, 1.8863, 2.3724], [2.2281, 2.3504, 0.8486], [-0.2418, -0.5298, 3.5744], [0.2200, 0.6462, 5.7494], [1.6771, 2.7070, 5.6721], [2.5596, 3.4642, 3.4900], [3.5615, -0.2949, 0.1252], [2.8744, 0.3022, -0.8886], [3.6825, 1.3088, -1.3317], [2.9994, -0.6265, -1.9322], [-0.5339, 2.7492, 0.0025], [0.0145, 3.6197, -1.3107], [0.7407, 5.0009, -0.9241], [1.1494, 2.4605, -1.8762], [-1.1262, 3.7866, -2.4615]], "lowdin_spin": [0.88, 0.00, 0.00, 0.00, 0.01, 0.04, 0.00, 0.00, 0.00, 0.00, 0.00, 0.00, 0.00, 0.00, 0.01, 0.00, 0.00, 0.00, 0.00, 0.00, 0.00, 0.00, 0.00, 0.00, 0.00, 0.00, 0.00, 0.00, 0.00, 0.00, 0.00, 0.00, 0.00, 0.00, 0.00, 0.00, 0.00, 0.01, 0.00, 0.00, 0.00, 0.00, 0.00, 0.00, -0.01, 0.00, 0.00, 0.00, 0.00, 0.00, -0.01, 0.00, 0.00, 0.03, 0.00, 0.00, 0.01, 0.00]}

(3)
{"formula": "C2LiO4Zn", "method": "ωB97M-V with the def2-TZVPD basis set", "orbital_gap_ev": [6.58, 8.90], "homo_energy_ev": [-7.41, -9.79], "molar_mass_da": 160.35, "max_force_ev_per_a": 3.29, "lumo_energy_ev": [-0.83, -0.89], "multiplicity": 2, "symbols": ["O", "C", "O", "Li", "Zn", "O", "O", "C"], "positions_angstrom": [[-0.9875, 0.9193, -0.6793], [-0.3922, -0.2025, -0.7013], [0.3116, -0.5526, -1.6661], [2.0272, 0.2046, -1.1574], [-1.9091, 1.1045, 1.0323], [1.3963, -0.6951, 0.7796], [-0.6065, -0.1965, 1.6606], [0.1603, -0.5817, 0.7315]], "lowdin_spin": [0.14, 0.02, 0.00, 0.02, 0.66, 0.01, 0.13, 0.02]}

(4)
{"formula": "C6H12N2", "method": "ωB97M-V with the def2-TZVPD basis set", "orbital_gap_ev": 9.52, "homo_energy_ev": -8.61, "molar_mass_da": 112.18, "max_force_ev_per_a": 2.19, "lumo_energy_ev": 0.91, "relative_energy_kcal_mol": 15.53, "symbols": ["C", "C", "C", "N", "C", "N", "H", "H", "H", "H", "H", "H", "C", "C", "H", "H", "H", "H", "H", "H"], "positions_angstrom": [[1.7931, 2.5103, -0.0574], [0.7324, 1.6856, 0.5068], [-0.5254, 1.9148, 0.9974], [-0.8787, 0.7229, 1.6251], [0.1316, -0.1588, 1.4508], [1.0916, 0.3560, 0.7240], [1.4667, 3.5358, -0.2906], [2.2203, 2.1027, -0.9778], [2.6431, 2.6412, 0.6282], [-1.0975, 2.8093, 1.1715], [-1.6000, 0.4475, 2.2676], [0.1486, -1.1480, 1.8753], [-0.4222, -2.4816, -1.8280], [-1.1302, -1.9040, -0.5804], [0.4285, -1.8622, -2.1823], [0.0555, -3.4229, -1.6130], [-1.0178, -2.4409, -2.7430], [-0.7918, -2.4645, 0.2797], [-1.0299, -0.8211, -0.6143], [-2.2180, -2.0219, -0.6397]], "nbo_charge": [-0.63, 0.09, -0.13, -0.54, 0.19, -0.48, 0.21, 0.23, 0.23, 0.22, 0.42, 0.20, -0.62, -0.62, 0.21, 0.20, 0.21, 0.20, 0.22, 0.20]}